a | {"formula": "C21H31N5S", "method": "ωB97M-V/def2-TZVPD", "smiles": "c1csc([C@H](c2nnnn2C2CCCC2)N2CCCC3(CCCCC3)C2)c1", "e_lumo_ev": 0.458, "symbols": ["C", "C", "S", "C", "C", "C", "N", "N", "N", "N", "C", "C", "C", "C", "C", "N", "C", "C", "C", "C", "C", "C", "C", "C", "C", "C", "C", "H", "H", "H", "H", "H", "H", "H", "H", "H", "H", "H", "H", "H", "H", "H", "H", "H", "H", "H", "H", "H", "H", "H", "H", "H", "H", "H", "H", "H", "H", "H"], "positions_angstrom": [[-2.532, -3.434, -0.825], [-2.040, -3.941, 0.333], [-0.959, -2.853, 1.108], [-1.176, -1.685, -0.152], [-0.431, -0.383, -0.099], [-1.236, 0.665, -0.808], [-0.916, 1.353, -1.879], [-1.939, 2.160, -2.130], [-2.864, 2.009, -1.282], [-2.471, 1.072, -0.412], [-3.302, 0.644, 0.682], [-4.554, -0.094, 0.158], [-5.739, 0.569, 0.860], [-5.279, 2.013, 1.025], [-3.829, 1.856, 1.475], [0.931, -0.548, -0.567], [1.060, -0.974, -1.950], [2.494, -1.432, -2.191], [3.468, -0.309, -1.854], [3.249, 0.235, -0.433], [3.625, -0.828, 0.611], [3.671, -0.287, 2.038], [4.612, 0.907, 2.142], [4.168, 2.003, 1.179], [4.140, 1.474, -0.252], [1.766, 0.613, -0.311], [-2.035, -2.141, -1.104], [-3.223, -3.957, -1.462], [-2.243, -4.892, 0.784], [-0.354, -0.078, 0.958], [-2.689, -0.007, 1.310], [-4.633, 0.066, -0.918], [-4.497, -1.166, 0.343], [-5.899, 0.115, 1.840], [-6.657, 0.480, 0.283], [-5.309, 2.525, 0.062], [-5.877, 2.571, 1.742], [-3.787, 1.635, 2.542], [-3.234, 2.747, 1.281], [0.373, -1.804, -2.128], [0.808, -0.156, -2.641], [2.701, -2.306, -1.573], [2.608, -1.722, -3.237], [4.496, -0.663, -1.962], [3.320, 0.508, -2.564], [2.899, -1.640, 0.564], [4.608, -1.230, 0.357], [2.670, 0.010, 2.357], [4.004, -1.082, 2.709], [4.624, 1.288, 3.165], [5.627, 0.593, 1.888], [3.179, 2.364, 1.466], [4.855, 2.850, 1.236], [3.801, 2.263, -0.927], [5.159, 1.206, -0.542], [1.553, 0.970, 0.699], [1.539, 1.428, -1.017], [-2.306, -1.578, -1.980]], "lowdin_charge": [-0.18, -0.41, 1.05, -0.51, -0.27, -0.24, 0.09, -0.03, 0.06, -0.03, -0.24, -0.13, -0.19, -0.20, -0.13, -0.10, -0.18, -0.16, -0.15, -0.44, -0.14, -0.19, -0.20, -0.20, -0.15, -0.13, -0.14, 0.10, 0.06, 0.15, 0.14, 0.12, 0.11, 0.11, 0.11, 0.11, 0.11, 0.11, 0.11, 0.12, 0.11, 0.11, 0.11, 0.12, 0.12, 0.11, 0.13, 0.11, 0.11, 0.11, 0.11, 0.11, 0.11, 0.12, 0.12, 0.12, 0.13, 0.13]}

b | {"formula": "C21H31N5S", "method": "ωB97M-V/def2-TZVPD", "smiles": "CCN(CC)CCNC(=S)Nc1ccc2nc(N3CCCC3)cc(C)c2c1", "e_lumo_ev": 0.416, "symbols": ["C", "C", "N", "C", "C", "C", "C", "N", "C", "S", "N", "C", "C", "C", "C", "N", "C", "N", "C", "C", "C", "C", "C", "C", "C", "C", "C", "H", "H", "H", "H", "H", "H", "H", "H", "H", "H", "H", "H", "H", "H", "H", "H", "H", "H", "H", "H", "H", "H", "H", "H", "H", "H", "H", "H", "H", "H", "H"], "positions_angstrom": [[-3.396, -3.473, 2.538], [-2.706, -2.361, 1.740], [-3.249, -2.089, 0.422], [-3.081, -3.159, -0.550], [-1.614, -3.393, -0.900], [-4.598, -1.542, 0.439], [-4.762, -0.535, -0.712], [-3.572, 0.272, -0.792], [-3.539, 1.585, -0.500], [-4.893, 2.525, -0.329], [-2.322, 2.176, -0.358], [-1.046, 1.607, -0.462], [-0.739, 0.664, -1.463], [0.513, 0.123, -1.541], [1.531, 0.506, -0.643], [2.739, -0.066, -0.775], [3.710, 0.306, 0.040], [4.906, -0.293, -0.135], [6.108, -0.033, 0.626], [7.184, -0.839, -0.102], [6.397, -2.004, -0.698], [5.093, -1.337, -1.121], [3.517, 1.287, 1.055], [2.300, 1.882, 1.210], [2.078, 2.913, 2.273], [1.238, 1.494, 0.338], [-0.058, 2.023, 0.405], [-3.298, -4.432, 2.037], [-2.938, -3.554, 3.521], [-4.454, -3.255, 2.667], [-2.763, -1.427, 2.308], [-1.649, -2.604, 1.619], [-3.538, -4.103, -0.212], [-3.605, -2.851, -1.457], [-1.121, -2.446, -1.106], [-1.084, -3.890, -0.092], [-1.547, -4.022, -1.784], [-5.377, -2.315, 0.366], [-4.734, -1.008, 1.381], [-4.900, -1.053, -1.667], [-5.624, 0.113, -0.539], [-2.742, -0.277, -0.583], [-2.370, 3.122, -0.006], [-1.488, 0.404, -2.195], [0.764, -0.596, -2.305], [5.992, -0.382, 1.662], [6.343, 1.036, 0.645], [7.621, -0.239, -0.902], [7.980, -1.160, 0.566], [6.204, -2.756, 0.069], [6.912, -2.478, -1.530], [5.174, -0.897, -2.122], [4.231, -2.007, -1.116], [4.337, 1.553, 1.703], [1.767, 3.857, 1.827], [1.299, 2.591, 2.961], [2.992, 3.082, 2.838], [-0.294, 2.772, 1.147]], "lowdin_charge": [-0.08, -0.25, -0.22, -0.25, -0.07, -0.17, -0.20, 0.00, -0.87, 0.60, 0.04, -0.24, -0.03, -0.01, -0.23, 0.16, -0.28, -0.08, -0.17, -0.17, -0.17, -0.16, 0.05, -0.21, -0.04, -0.12, 0.04, 0.06, 0.07, 0.07, 0.12, 0.11, 0.11, 0.11, 0.06, 0.07, 0.07, 0.12, 0.13, 0.11, 0.06, 0.11, 0.12, 0.12, 0.11, 0.13, 0.12, 0.11, 0.11, 0.11, 0.11, 0.12, 0.11, 0.10, 0.09, 0.09, 0.08, 0.11]}

Result of the stability comparison: a is the least stable of them.

a | {"formula": "C4H13N3O", "method": "ωB97M-V/def2-TZVPD", "e_lumo_ev": 0.684, "symbols": ["C", "C", "C", "N", "N", "O", "H", "H", "H", "H", "H", "H", "H", "H", "C", "N", "H", "H", "H", "H", "H"], "positions_angstrom": [[-0.536, 1.298, 1.485], [1.231, 0.270, -0.095], [0.181, 0.142, 0.864], [2.176, -0.805, -0.196], [1.776, 1.588, -0.217], [0.048, -1.069, 1.467], [-0.802, -1.104, 1.929], [1.772, 1.889, -1.184], [1.758, -1.649, -0.572], [2.593, -1.053, 0.696], [2.751, 1.612, 0.074], [-1.566, 1.029, 1.734], [-0.013, 1.596, 2.401], [-0.554, 2.155, 0.817], [-1.854, -1.362, -1.382], [-1.199, -0.121, -1.014], [-1.744, 0.678, -1.337], [0.077, 0.038, -1.050], [-1.276, -2.206, -0.993], [-1.953, -1.489, -2.467], [-2.867, -1.437, -0.959]], "lowdin_charge": [-0.03, -0.49, -0.34, 0.05, 0.04, 0.06, 0.12, 0.07, 0.07, 0.07, 0.08, 0.08, 0.10, 0.08, -0.21, -0.13, 0.06, 0.14, 0.06, 0.06, 0.06]}

b | {"formula": "C4H13N3O", "method": "ωB97M-V/def2-TZVPD", "smiles": "N/C=C/N.NCCO", "e_lumo_ev": 0.958, "symbols": ["N", "C", "C", "N", "H", "H", "H", "H", "H", "H", "N", "C", "C", "O", "H", "H", "H", "H", "H", "H", "H"], "positions_angstrom": [[1.851, 2.240, -1.534], [1.541, 0.855, -1.705], [0.298, 0.447, -1.916], [-0.061, -0.917, -2.117], [2.192, 2.650, -2.387], [2.592, 2.354, -0.863], [2.381, 0.164, -1.699], [-0.512, 1.173, -1.926], [-0.897, -0.974, -2.675], [-0.242, -1.399, -1.244], [-1.440, 0.917, 1.919], [-1.496, -0.508, 1.598], [-0.109, -1.092, 1.730], [-0.179, -2.459, 1.341], [-2.373, 1.299, 1.973], [-0.989, 1.423, 1.157], [-1.882, -0.742, 0.599], [-2.145, -1.005, 2.320], [0.229, -0.999, 2.765], [0.593, -0.535, 1.098], [0.648, -2.893, 1.568]], "lowdin_charge": [0.00, -0.22, -0.23, 0.02, 0.06, 0.06, 0.10, 0.10, 0.06, 0.05, 0.00, -0.29, -0.29, -0.08, 0.06, 0.06, 0.10, 0.12, 0.12, 0.10, 0.09]}

Result of the stability comparison: a is the least stable of them.